1.
Computed, not measured: a molecular structure, C22H48CaF8N6O16S8 in a non-equilibrium geometry, with wB97M-V/def2-TZVPD.

The calculation puts the LUMO energy at -0.93 eV. Its net charge is 0. As for the orbital gap: 9.13 eV. The HOMO energy is -10.06 eV.

XYZ file:
```
109
C22H48CaF8N6O16S8 wB97M-V/def2-TZVPD
Ca -1.939 -1.476 -0.270
C 0.429 7.283 -0.121
C 0.372 7.306 1.452
C -0.960 6.737 1.941
C -1.045 5.074 2.137
N -2.453 4.495 2.543
C -2.454 2.942 2.410
C -1.701 2.419 3.654
C -1.814 3.543 4.657
C -2.682 4.642 4.023
C -3.599 5.215 1.755
C -3.521 5.174 0.182
C -4.294 3.971 -0.485
H -0.483 7.796 -0.427
H 0.369 6.297 -0.580
H 1.225 7.984 -0.372
H 0.544 8.350 1.713
H 1.242 6.804 1.873
H -1.655 7.156 1.214
H -1.211 7.010 2.966
H -0.378 4.707 2.917
H -0.661 4.672 1.200
H -3.521 2.738 2.325
H -1.987 2.536 1.513
H -2.148 1.500 4.032
H -0.677 2.075 3.508
H -2.210 3.071 5.557
H -0.913 3.896 5.157
H -3.714 4.320 4.165
H -2.552 5.683 4.321
H -3.497 6.248 2.089
H -4.500 4.688 2.069
H -2.464 5.016 -0.031
H -3.721 6.170 -0.212
H -5.318 4.044 -0.119
H -3.948 2.971 -0.226
H -4.351 4.020 -1.573
C 5.277 -1.199 -4.364
C 3.802 -1.575 -4.178
C 3.404 -2.683 -3.159
C 3.712 -2.550 -1.642
N 3.642 -3.927 -0.908
C 2.249 -4.679 -1.057
C 1.344 -4.463 0.153
C 2.130 -3.611 1.075
C 3.552 -3.605 0.563
C 4.822 -4.884 -1.347
C 6.255 -4.420 -1.071
C 7.374 -5.489 -1.027
H 5.939 -2.006 -4.051
H 5.514 -0.365 -3.703
H 5.478 -0.870 -5.384
H 3.502 -1.740 -5.213
H 3.348 -0.620 -3.914
H 4.111 -3.448 -3.482
H 2.362 -2.952 -3.329
H 3.129 -1.734 -1.216
H 4.771 -2.313 -1.541
H 2.369 -5.747 -0.876
H 1.869 -4.292 -2.002
H 1.194 -5.415 0.662
H 0.406 -3.976 -0.115
H 2.142 -4.008 2.089
H 1.713 -2.608 0.985
H 4.000 -4.380 1.184
H 4.029 -2.680 0.885
H 4.673 -5.124 -2.400
H 4.627 -5.674 -0.622
H 6.201 -3.913 -0.107
H 6.460 -3.562 -1.711
H 7.566 -6.007 -1.966
H 7.251 -6.248 -0.254
H 8.349 -5.055 -0.807
N -1.462 -2.430 1.729
S -2.236 -3.664 1.980
O -3.432 -3.525 2.785
O -1.467 -4.879 2.036
F -2.978 -3.959 0.576
S -1.074 -2.320 3.455
O -0.268 -3.341 4.152
O -2.089 -1.700 4.308
F -0.009 -1.104 3.263
N -3.994 -0.653 -0.468
S -4.802 -0.064 0.950
O -5.322 -1.107 1.766
O -5.391 1.238 0.878
F -3.415 0.199 1.817
S -5.327 -0.746 -1.222
O -5.757 0.504 -1.765
O -6.270 -1.813 -0.909
F -4.856 -1.492 -2.576
N -1.896 -2.910 -2.028
S -0.750 -2.701 -3.229
O -0.985 -1.603 -4.198
O 0.186 -3.763 -3.471
F 0.280 -1.971 -2.249
S -2.662 -3.745 -2.972
O -2.200 -5.142 -2.957
O -3.360 -3.201 -4.107
F -3.929 -3.787 -1.900
N -0.631 0.241 -0.748
S 0.795 1.067 -0.181
O 0.556 2.019 0.899
O 1.788 1.343 -1.204
F 1.427 -0.182 0.575
S -0.972 1.306 -1.722
O -0.120 1.559 -2.969
O -1.486 2.438 -1.002
F -2.271 0.633 -2.402
```

Results of the Löwdin charge analysis, in e, for atoms 1 through 5: Ca 1.371; C -0.086; C -0.250; C -0.149; C -0.022

=====

2.
Computed, not measured: a single C21H33N3O3 molecule, with wB97M-V/def2-TZVPD.

The calculation puts the LUMO energy at 0.56 eV. Its net charge is 0. As for the orbital gap: 9.01 eV. Its SMILES is CC(C)CN(CCCNC(=O)C[C@H]1Oc2ccccc2NC1=O)CC(C)C. The HOMO energy is -8.45 eV.

XYZ file:
```
60
C21H33N3O3 wB97M-V/def2-TZVPD
C 3.280 -3.344 -0.907
C 2.188 -4.161 -1.589
C 2.796 -5.143 -2.589
C 1.196 -3.244 -2.315
N 0.546 -2.273 -1.446
C 0.060 -1.126 -2.203
C 1.174 -0.142 -2.576
C 1.944 0.361 -1.357
N 1.135 1.224 -0.525
C 1.525 2.459 -0.182
O 2.597 2.942 -0.488
C 0.526 3.276 0.647
C -0.448 2.483 1.543
O -0.754 3.217 2.718
C -1.698 4.193 2.593
C -1.704 5.258 3.482
C -2.684 6.231 3.387
C -3.660 6.151 2.407
C -3.669 5.086 1.524
C -2.695 4.105 1.619
N -2.692 2.987 0.778
C -1.675 2.108 0.721
O -1.706 1.120 0.008
C -0.519 -2.890 -0.666
C -0.888 -2.121 0.608
C 0.330 -1.951 1.512
C -1.997 -2.870 1.345
H 3.985 -4.000 -0.401
H 2.839 -2.676 -0.174
H 3.824 -2.750 -1.638
H 1.660 -4.737 -0.823
H 3.484 -5.819 -2.087
H 2.021 -5.737 -3.069
H 3.345 -4.607 -3.361
H 1.753 -2.696 -3.077
H 0.446 -3.866 -2.839
H -0.453 -1.448 -3.128
H -0.677 -0.604 -1.593
H 1.886 -0.615 -3.253
H 0.727 0.704 -3.102
H 2.817 0.943 -1.663
H 2.276 -0.503 -0.775
H 0.198 0.899 -0.327
H 1.120 3.928 1.292
H -0.029 3.921 -0.042
H 0.040 1.571 1.905
H -0.939 5.302 4.240
H -2.682 7.057 4.080
H -4.419 6.914 2.332
H -4.433 5.004 0.764
H -3.498 2.820 0.189
H -0.178 -3.883 -0.365
H -1.428 -3.026 -1.281
H -1.268 -1.132 0.343
H 0.061 -1.403 2.413
H 0.723 -2.922 1.804
H 1.109 -1.404 0.991
H -2.290 -2.327 2.241
H -2.874 -2.982 0.711
H -1.658 -3.861 1.641
```

Results of the Löwdin charge analysis, in e, for atoms 1 through 5: C -0.068; C -0.417; C -0.081; C -0.187; N -0.164

=====

- LUMO of number 2 (C21H33N3O3)?
  0.56 eV

=====

- Look up the orbital gap of the second one.
  9.01 eV

=====

- orbital gap of number 2 (C21H33N3O3)?
  9.01 eV